(1)
A structure of composition C21H41BBrClI2N3O9P, computed with ωB97M-V/def2-TZVPD.

Geometry as ORCA input:
```
! wB97M-V def2-TZVPD RIJCOSX def2/J DEFGRID3
* xyz 0 1
H 1.81 3.69 -0.39
H -3.48 -0.06 2.83
H 3.86 -4.46 1.16
H 0.66 3.88 -2.56
C 2.71 -7.95 0.57
O -1.27 0.52 1.56
I -6.79 -1.88 -0.83
N -2.15 -2.46 -5.35
O -1.37 -1.95 -2.73
C 1.12 -3.83 0.41
C 2.77 8.34 1.27
C 4.08 7.61 -0.58
I -4.82 2.30 1.38
H -0.35 0.09 1.56
B -1.64 0.46 0.10
H 2.91 3.76 -1.76
H 0.50 6.76 0.00
P -3.59 -2.22 2.04
C 0.04 6.69 -0.99
H 4.31 -3.16 0.07
C -5.75 0.28 1.17
H -1.53 -1.75 -0.08
H 0.63 -7.40 0.35
O -4.15 -4.09 -0.25
O -0.09 5.32 -1.36
C -2.46 -1.26 -2.02
H -5.65 -0.21 2.23
H 4.32 -6.58 2.37
H 2.31 5.89 0.15
C -1.87 -2.03 -4.14
C -3.88 -2.83 -0.64
H 2.07 9.13 1.55
Cl -1.85 -3.43 2.18
H 4.44 5.91 -1.87
Br -3.16 0.11 -3.30
C 4.72 -7.33 1.69
O -3.53 -2.32 -2.00
H 0.78 -4.32 2.48
O 2.98 8.41 -0.13
H 4.76 7.34 0.23
H -7.56 1.56 1.70
H 4.72 -8.31 2.17
H 2.50 -5.75 1.90
H 0.60 7.27 -1.73
C -2.33 -0.93 -0.42
H 5.76 -7.06 1.47
C -1.28 1.79 -0.79
H -4.92 0.16 -0.95
C 3.52 -3.88 0.30
H -0.76 1.43 -1.79
H -2.28 2.34 -1.06
N 1.56 -6.05 1.66
O 2.35 -3.15 0.65
H 1.12 -4.28 -0.59
C -3.77 -1.43 0.27
H 2.61 -8.56 1.48
H -8.07 -0.23 1.43
H 2.62 -8.63 -0.29
H 2.33 7.38 1.56
H -7.66 0.97 -0.08
O 4.00 -7.35 0.46
O -3.36 -0.96 3.25
C 1.03 4.79 -2.07
H 3.70 8.50 1.82
H -0.31 -5.15 1.37
H 1.79 -6.31 -0.43
H 2.89 6.73 -2.12
C 2.20 4.35 -1.17
H -0.49 2.47 -0.24
H -0.97 7.11 -0.90
H 1.33 5.46 -2.87
C 3.59 6.38 -1.36
C -5.13 -0.59 -0.07
C 1.60 -6.90 0.47
N 2.95 5.41 -0.47
C 0.73 -4.84 1.51
H 0.35 -3.06 0.40
C -7.38 0.61 1.00
H 3.37 -4.52 -0.57
H 4.65 8.25 -1.28
*
```

Output
gap between HOMO and LUMO = 7.927 eV

=====

(2)
A structure of composition C49H42BrF4N5O7ReTe, computed with ωB97M-V/def2-TZVPD.

Geometry as ORCA input:
```
! wB97M-V def2-TZVPD RIJCOSX def2/J DEFGRID3
* xyz 2 4
C -21.05 -1.43 -1.98
H -32.30 -3.78 9.83
H -17.40 -8.01 3.21
H -24.73 -0.53 3.77
O -24.17 -4.94 4.35
Te -21.85 -6.20 -0.80
H -19.49 -6.91 2.25
H -30.35 -2.32 9.91
H -30.36 -5.29 3.90
H -21.87 -3.21 5.87
C -22.01 -9.22 2.87
C -21.03 -6.66 7.42
C -21.41 -4.28 7.65
N -27.94 -6.50 3.58
O -21.58 -6.85 2.95
H -17.29 -8.76 -0.97
H -22.53 0.75 3.55
H -20.36 -5.90 -3.64
C -21.63 -4.18 6.29
O -23.47 -7.54 3.93
C -22.54 -3.26 -1.45
H -31.84 -4.74 7.68
H -30.90 -2.78 8.29
H -27.26 -6.88 1.58
H -24.86 -4.66 6.46
C -28.17 -5.20 7.07
H -21.38 -3.39 8.28
C -26.83 -4.77 7.26
N -22.68 -3.07 3.26
C -21.72 -5.34 5.50
C -25.28 -5.56 4.03
Re -22.34 -5.08 3.53
C -21.48 -4.14 -1.30
H -19.34 -7.85 0.08
C -22.34 -1.90 -1.80
C -25.88 -4.96 6.28
C -29.24 -7.11 3.31
H -16.51 -4.30 5.25
C -21.18 -5.53 8.27
C -22.62 -0.34 3.35
C -15.51 -6.63 4.72
C -29.08 -3.77 8.87
H -16.08 -8.46 4.39
H -32.29 -5.96 8.85
C -19.26 -5.13 3.41
C -17.22 -4.86 4.63
H -23.21 -1.30 -1.94
H -19.36 -4.31 -1.37
H -31.29 -6.45 2.78
N -29.14 -4.94 8.02
H -30.23 -6.73 7.67
C -30.14 -5.91 8.44
C -19.64 -6.46 -3.00
C -21.53 -2.41 2.84
C -17.69 -6.97 3.46
C -16.85 -6.17 4.27
C -24.75 -5.88 1.58
H -20.83 -7.61 7.89
F -26.45 -4.13 8.38
H -18.24 -6.60 -4.56
C -27.01 -6.45 2.55
O -14.60 -5.93 5.11
C -30.41 -3.14 9.18
C -20.02 -6.86 -1.72
C -26.23 -5.52 5.04
C -21.30 -6.58 6.08
H -29.84 -6.39 9.41
H -20.92 -0.42 -2.30
C -19.94 -2.29 -1.80
F -20.81 -9.45 3.43
C -18.88 -6.40 2.98
Br -21.26 -5.73 10.20
C -18.46 -4.36 4.23
C -17.62 -7.75 -2.86
O -23.51 -5.42 1.78
C -23.84 -2.39 3.41
H -29.90 -5.41 2.19
C -30.29 -6.01 3.05
C -22.44 -7.77 3.26
H -28.59 -4.06 9.85
O -25.04 -6.23 0.44
H -21.17 -7.47 5.44
C -20.18 -3.63 -1.45
C -27.58 -5.94 4.82
O -15.34 -7.98 4.76
C -31.50 -5.26 8.61
H -19.47 -2.74 2.27
H -18.95 -1.93 -1.98
C -25.70 -5.97 2.74
H -29.51 -7.71 4.16
C -18.48 -6.92 -3.55
C -19.14 -7.67 -0.98
H -29.14 -7.76 2.43
C -17.96 -8.13 -1.55
H -29.52 -6.18 5.70
C -21.50 -1.00 2.93
H -28.44 -3.04 8.40
H -24.75 -2.97 3.59
N -20.44 -4.53 2.92
C -20.40 -3.22 2.58
H -20.56 -0.58 2.65
F -22.86 -10.10 3.35
H -16.69 -8.13 -3.28
H -23.57 -3.65 -1.33
H -31.09 -4.61 10.58
C -23.82 -1.03 3.53
H -18.78 -3.34 4.54
F -22.01 -9.41 1.54
C -28.48 -5.84 5.86
N -31.39 -4.22 9.67
*
```

Output
<S²> = 3.797
gap between HOMO and LUMO (alpha / beta) = 4.387 / 3.839 eV

=====

(3)
A cluster of 2 separate species, CHN3O2 in total, computed with ωB97M-V/def2-TZVPD.

Geometry as ORCA input:
```
! wB97M-V def2-TZVPD RIJCOSX def2/J DEFGRID3
* xyz 0 1
O 1.54 -0.12 -0.98
N -0.14 0.93 1.93
N -0.22 0.40 2.89
H -0.98 -1.40 -2.11
C 0.49 -0.53 -1.27
N -0.69 -0.73 -1.37
O -0.01 1.45 0.91
*
```

Output
SMILES = N#[N+][O-].N=C=O
gap between HOMO and LUMO = 11.825 eV

=====

(4)
The ion C12H19BrNO2 with charge +1, computed with ωB97M-V/def2-TZVPD.

Geometry as ORCA input:
```
! wB97M-V def2-TZVPD RIJCOSX def2/J DEFGRID3
* xyz 1 1
H 3.39 0.18 0.48
H -1.16 1.73 3.46
H -0.54 0.17 1.81
H 0.85 1.78 4.80
H 1.80 -1.13 -1.07
C 0.93 0.65 -1.92
C -1.03 -0.77 -1.64
C 0.03 2.13 1.70
H 1.33 -0.99 1.32
H 2.94 -0.01 -1.80
C 1.46 0.10 1.34
H -0.79 2.63 1.18
H -2.56 -0.17 -0.26
C -2.58 -3.06 -2.01
O 0.87 1.57 3.86
C -0.61 -1.75 -2.53
H 1.06 1.73 -1.86
H 0.93 0.37 -2.98
H 1.89 0.38 2.30
C -1.40 -2.88 -2.71
C -2.98 -2.08 -1.12
H 2.43 1.60 0.13
H -3.17 -3.95 -2.16
C 2.05 -0.08 -1.17
Br -4.58 -2.29 -0.12
N 0.11 0.72 1.24
C -2.22 -0.94 -0.93
H -1.07 -3.64 -3.41
C -0.21 2.21 3.20
H -0.19 0.64 0.22
H 0.30 -1.65 -3.09
H 0.97 2.62 1.45
C 2.39 0.52 0.20
H -0.27 3.27 3.48
O -0.36 0.41 -1.36
*
```

Output
SMILES = OCC[NH2+]CCCCOc1cccc(Br)c1
gap between HOMO and LUMO = 9.396 eV

=====

(5)
A structure of composition C15H13Cl3N5O8S3SbSe4W, computed with ωB97M-V/def2-TZVPD.

Geometry as ORCA input:
```
! wB97M-V def2-TZVPD RIJCOSX def2/J DEFGRID3
* xyz 0 1
H -4.94 -3.04 -3.79
O -1.84 -1.60 0.83
Cl 3.13 -5.51 1.22
H -2.84 -0.47 2.38
O -2.93 0.87 0.64
H -2.24 0.77 3.31
N 2.15 -2.20 0.30
C -0.07 -1.39 3.07
C -4.52 -2.22 -3.21
C -5.03 -0.94 -3.35
C 4.96 2.19 -1.52
C 2.28 0.95 0.82
N -2.00 -0.06 2.78
H 2.64 1.76 -2.88
C -3.47 -2.46 -2.34
C 2.56 1.55 -1.82
S -2.91 1.30 -0.79
Se -0.64 2.59 1.87
Se 1.04 2.52 3.66
O -1.21 -3.25 -0.89
C -3.44 -0.13 -1.73
H 5.20 3.34 0.16
Cl 1.43 -5.40 -1.12
N -1.31 -0.98 3.61
W -0.76 0.44 0.89
H 0.49 1.03 -1.91
C 1.93 -3.32 0.40
N 5.63 2.98 -0.68
N 1.21 0.86 0.02
O -0.46 -0.90 -0.88
H 2.15 0.65 1.84
Cl 0.29 -5.06 1.52
S -1.52 -1.89 -0.59
C 1.36 1.13 -1.29
C -4.49 0.10 -2.60
C -2.92 -1.43 -1.60
Se 0.21 6.49 3.23
H -1.88 -1.73 3.97
H -3.05 -3.45 -2.24
O 0.47 -2.40 3.43
C 3.51 1.37 0.35
H -4.88 1.10 -2.69
O -3.78 2.37 -1.13
S 5.51 1.74 -3.00
H 4.34 1.42 1.05
O 0.39 -0.48 2.25
Sb 1.79 4.79 2.99
C 1.69 -4.76 0.51
H -5.84 -0.74 -4.03
H 6.51 3.36 -0.98
C 3.66 1.70 -0.99
Se 3.89 4.96 1.97
O -1.46 1.51 -1.04
*
```

Output
gap between HOMO and LUMO (alpha / beta) = 6.040 / 6.047 eV

=====

(6)
A cluster of 2 separate species, C15H39N2O3Si3 in total, computed with ωB97M-V/def2-TZVPD.

Geometry as ORCA input:
```
! wB97M-V def2-TZVPD RIJCOSX def2/J DEFGRID3
* xyz -1 1
H -2.01 -2.03 -4.32
H -0.56 -1.75 0.14
N -1.95 -3.03 -4.14
H -1.57 4.69 5.33
C -0.98 -2.22 -1.95
O -1.70 3.21 2.62
C 4.93 -0.58 -1.41
H 0.37 -4.11 0.64
H -4.21 5.06 1.98
H -2.89 4.41 -0.06
C -2.32 3.89 5.31
H -1.51 4.01 -1.09
H -0.04 -2.09 -2.51
C -1.86 -3.23 -2.69
H -3.40 1.50 0.56
H 5.78 -2.93 0.16
H -1.32 5.16 0.24
H 1.06 3.36 1.21
H 5.54 -4.27 -0.97
H 5.29 -0.21 -2.38
H 4.14 -2.19 -4.07
C 1.92 -0.81 -1.74
H -2.03 0.99 -0.44
C 4.59 -2.88 -3.36
H -1.47 -1.24 -1.98
H -3.03 6.00 2.89
H 1.91 -2.86 -2.31
C 2.29 -2.28 -1.44
C 0.48 2.47 0.92
N 1.78 -2.86 -0.20
Si 4.17 -2.29 -1.63
H -3.14 4.17 5.98
H 5.79 -0.63 -0.73
C -3.77 5.20 2.96
H -2.88 -3.18 -2.28
H -1.85 2.99 5.70
H 0.79 1.64 1.55
H -1.07 -3.31 -4.56
Si -1.33 2.80 1.05
H -4.70 2.12 2.62
H 0.51 -4.30 -1.12
H 2.46 -3.49 0.19
H -3.80 1.30 3.90
C -2.32 1.30 0.56
H -1.49 -4.25 -2.52
O 1.57 -0.05 -0.80
H 4.36 -3.96 0.32
Si -2.97 3.62 3.58
H 0.75 2.19 -0.10
C -1.82 4.23 -0.06
H 4.19 -3.89 -3.55
C 5.02 -3.48 -0.41
O 2.18 -0.53 -2.93
H -4.55 5.52 3.65
H 4.21 0.14 -1.01
H 5.68 -2.90 -3.52
H -1.61 -3.16 -0.13
C 0.50 -3.56 -0.30
H -2.13 0.47 1.24
C -0.71 -2.63 -0.50
H -5.04 2.49 4.31
C -4.25 2.26 3.60
*
```

Output
gap between HOMO and LUMO = 7.119 eV

=====

(7)
A cluster of 2 separate species, C4H7IS in total, computed with ωB97M-V/def2-TZVPD.

Geometry as ORCA input:
```
! wB97M-V def2-TZVPD RIJCOSX def2/J DEFGRID3
* xyz 0 1
C 0.98 -0.67 0.03
C 0.98 -0.11 1.45
H 0.95 0.87 1.13
H -0.06 -0.27 1.85
H -1.74 0.43 -1.69
H 1.83 -0.36 2.15
S -0.17 2.19 -1.60
I -2.71 1.66 0.46
H 0.29 -1.73 -1.47
H -0.85 -1.57 -0.02
C -1.41 1.31 -1.20
H 1.88 -0.48 -0.53
C 0.03 -1.28 -0.57
*
```

Output
SMILES = C=CC.S=CI
gap between HOMO and LUMO = 8.357 eV

=====

(8)
An isolated molecule of C17H17ClN2O4S, computed with ωB97M-V/def2-TZVPD.

Geometry as ORCA input:
```
! wB97M-V def2-TZVPD RIJCOSX def2/J DEFGRID3
* xyz 0 1
H 0.52 4.27 5.46
H 0.26 4.12 0.46
O -0.14 6.69 4.23
O 0.85 -2.03 -3.85
N -1.29 -2.19 -2.10
N 1.13 1.69 1.61
C 0.84 -0.53 -0.86
O 0.84 2.20 -0.50
C -2.22 -2.15 -3.14
H -0.10 6.19 1.77
Cl 3.63 0.11 2.07
C -1.93 -3.22 -1.32
C 0.41 4.26 1.54
C 2.96 -1.80 0.37
H -1.77 -4.91 -2.65
H -0.33 6.61 5.03
C -3.08 -3.21 -3.43
H -1.44 -1.83 -4.06
C 0.08 5.42 2.15
O 0.42 -3.98 -2.58
H 1.09 2.34 4.17
S 0.36 -2.69 -2.68
H 0.14 -0.04 -1.20
H -3.91 -3.11 -3.25
H -2.85 -3.68 -4.55
C 2.64 -0.60 0.97
H -3.45 -4.63 -1.85
C 1.40 0.11 0.09
H -2.47 -2.67 -0.73
C 1.33 -1.92 -1.36
H -1.24 -3.76 -0.66
C 0.69 3.04 2.24
H 2.69 -3.46 -1.03
C -2.51 -4.06 -2.38
H -2.69 -1.12 -3.11
H 3.70 -2.45 1.11
C -0.12 5.45 3.77
C 1.13 1.42 0.29
C 0.65 3.25 3.52
C 2.22 -2.57 -0.48
H 1.25 1.11 2.49
C 0.33 4.34 4.40
*
```

Output
SMILES = O=C(Nc1ccc(O)cc1)c1cc(S(=O)(=O)N2CCCC2)ccc1Cl
gap between HOMO and LUMO = 7.923 eV

=====

(9)
An isolated molecule of C4H5N3O, computed with ωB97M-V/def2-TZVPD.

Geometry as ORCA input:
```
! wB97M-V def2-TZVPD RIJCOSX def2/J DEFGRID3
* xyz 0 1
H 2.15 1.80 1.03
C 1.03 1.83 0.78
N -1.81 1.23 -0.62
C 0.48 0.72 0.08
H 0.42 2.57 1.12
O -0.82 -1.62 1.00
C -0.94 0.36 -0.32
H -1.35 2.10 -0.57
H -2.29 -1.24 -0.51
C 1.54 -0.28 -0.38
N -1.23 -1.03 -0.23
H 0.16 -2.08 0.74
N 2.31 -1.07 -0.70
*
```

Output
SMILES = [H]/N=C(/NO)C(=C)C#N
gap between HOMO and LUMO = 9.245 eV

=====

(10)
A cluster of 2 separate species, C2H8N2S2 in total, computed with ωB97M-V/def2-TZVPD.

Geometry as ORCA input:
```
! wB97M-V def2-TZVPD RIJCOSX def2/J DEFGRID3
* xyz 0 1
H -0.17 -0.71 2.33
N 1.00 -0.43 -1.36
H -2.02 0.33 -0.73
S -2.20 0.96 0.40
C -0.87 -1.49 1.95
H 1.73 1.92 0.13
H -0.27 -2.09 1.19
H 2.12 0.87 -2.73
H 0.52 2.33 -0.85
H 1.03 -1.06 -2.20
N 1.38 1.77 -0.86
H -1.23 -2.20 2.90
S -2.50 -0.88 1.50
C 1.49 0.68 -1.68
*
```

Output
SMILES = [H]/N=C/N.CSS
gap between HOMO and LUMO = 9.338 eV